Record 1
This record from the Open Molecules 2025 dataset describes a 2-piece molecular cluster, C6H12O overall in a non-equilibrium geometry. The level of theory is ωB97M-V with the def2-TZVPD basis set.

Properties
energy above the lowest of the compared OMol25 structures with the same formula, charge and spin	2.447	eV
HOMO-LUMO gap (alpha / beta)	9.2 / 6.9	eV
2S+1	2
strongest force on any atom	4.71	eV/A
calculated total energy	-310.62735	Eh
total charge	+1

Geometry as XYZ:
```
19
Properties=species:S:1:pos:R:3:forces:R:3:mulliken_spin:R:1
C 1.539935 -1.911056 0.351449 2.446 -1.287 0.120 0.02
C 1.025651 -0.513155 0.144927 0.237 -1.086 -1.116 0.10
C 1.813289 0.592730 0.514028 -4.640 0.525 0.584 0.40
C -1.116342 0.581546 -0.552397 0.862 -0.022 -1.432 0.33
C -0.175631 -0.392542 -0.756894 0.473 0.624 -0.272 0.03
C -0.305223 -1.116620 -2.082773 -0.180 0.234 -0.713 0.00
H 0.933742 -2.671918 0.908871 -0.236 1.252 -0.350 0.00
H 1.734251 -2.458253 -0.627495 -0.140 0.850 0.988 0.02
H 2.535259 -1.905580 0.953793 -1.610 0.142 -1.199 0.00
H 1.249947 1.481623 0.903826 0.680 -0.469 -0.945 0.02
H 2.845565 0.674773 0.509781 1.939 -0.547 0.280 0.03
H -1.988298 0.789428 -1.191889 0.290 -0.677 0.505 0.02
H -0.660861 1.409404 -0.128726 -0.205 1.759 1.906 0.02
H 0.488473 -1.806832 -2.349795 -0.135 -0.405 0.444 0.00
H -1.306498 -1.603121 -2.038109 0.741 0.137 -0.592 0.00
H -0.242407 -0.360606 -2.968389 -0.533 -0.979 1.786 0.01
H -2.415932 1.533668 1.603957 -1.455 -0.982 0.310 0.00
H -2.686356 2.787445 2.706257 0.336 -1.632 -1.433 0.00
O -2.147119 2.335569 2.000984 1.129 2.562 1.128 0.00
```
Positions in Å, forces in eV/Å.

***

Record 2
This record from the Open Molecules 2025 dataset describes one molecule with the formula C2H5BrSi in a non-equilibrium geometry. The level of theory is ωB97M-V with the def2-TZVPD basis set.

Properties
energy above the lowest of the compared OMol25 structures with the same formula, charge and spin	1.052	eV
HOMO-LUMO gap	9.6	eV
strongest force on any atom	4.01	eV/A
calculated total energy	-2942.67083	Eh
SMILES	Br[SiH]1CC1
total charge	0

Geometry as XYZ:
```
9
Properties=species:S:1:pos:R:3:forces:R:3:mulliken_charge:R:1
Br 2.902275 -0.050619 0.228415 0.596 -0.152 0.025 -0.18
Si 0.897404 0.693194 -0.041211 -3.042 1.831 -1.864 0.38
C -0.526779 -0.216644 0.799151 -0.986 3.006 -0.183 -0.58
C -0.441073 -0.455701 -0.691638 -0.329 0.876 0.410 -0.72
H 0.642935 2.168201 -0.792362 0.801 -2.004 1.486 -0.04
H -1.477833 0.325532 1.071556 1.341 -0.513 0.032 0.21
H -0.237212 -0.902697 1.503547 0.620 -1.850 1.515 0.31
H -0.347787 -1.423967 -1.043732 0.781 -2.002 -0.450 0.33
H -1.411929 -0.137300 -1.033722 0.219 0.808 -0.971 0.28
```
Positions in Å, forces in eV/Å.

***

Record 3
This record from the Open Molecules 2025 dataset describes one molecule with the formula C5H9NO2 in a non-equilibrium geometry. The level of theory is ωB97M-V with the def2-TZVPD basis set.

Properties
energy above the lowest of the compared OMol25 structures with the same formula, charge and spin	1.662	eV
HOMO-LUMO gap	10.4	eV
strongest force on any atom	4.81	eV/A
calculated total energy	-401.11568	Eh
SMILES	[H]/N=C(\C(=O)O)C(C)C
total charge	0

Geometry as XYZ:
```
17
Properties=species:S:1:pos:R:3:forces:R:3:mulliken_charge:R:1
H 1.309180 1.890007 1.533764 -0.324 -0.009 -0.040 0.28
N 0.407671 1.550676 1.170367 0.704 -1.353 -0.752 -0.66
C 0.597439 0.463359 0.514381 -0.155 0.434 0.480 0.02
C 1.935784 -0.225355 0.234395 1.644 3.178 3.220 0.47
O 2.574974 -0.746447 1.139188 -1.077 -0.207 -2.493 -0.53
O 2.485235 0.209507 -0.937373 0.494 -0.730 -0.120 -0.49
C -0.447753 -0.385485 -0.153794 2.042 -1.457 -0.796 1.06
C -1.361428 -1.047467 0.849469 -0.230 -0.165 0.387 -1.46
C -1.161635 0.359470 -1.258350 -0.244 0.186 -0.192 -1.37
H 2.123642 1.060639 -1.247831 -0.259 -0.659 0.324 0.39
H 0.363496 -1.182723 -0.589448 -2.826 0.966 0.257 0.15
H -1.925442 -0.289955 1.407338 0.093 -0.076 -0.158 0.34
H -0.783434 -1.624466 1.578351 -0.118 0.028 -0.102 0.36
H -2.075119 -1.713565 0.356336 0.115 0.049 0.035 0.40
H -1.756586 1.178845 -0.835350 0.137 -0.158 -0.004 0.33
H -1.841412 -0.299573 -1.805887 0.147 0.057 0.004 0.39
H -0.444612 0.802532 -1.955557 -0.142 -0.083 -0.051 0.30
```
Positions in Å, forces in eV/Å.

***

Record 4
This record from the Open Molecules 2025 dataset describes C23H17Cl64I2O2PSi2 as an isolated structure in a non-equilibrium geometry. The level of theory is ωB97M-V with the def2-TZVPD basis set.

Properties
HOMO-LUMO gap	7.7	eV
strongest force on any atom	3.50	eV/A
calculated total energy	-32004.89430	Eh
total charge	0

Geometry as XYZ:
```
111
Properties=species:S:1:pos:R:3:forces:R:3:mulliken_charge:R:1
C -3.659232 -1.532533 0.633312 -0.211 0.100 -0.234 -0.86
C -4.551091 -2.556893 -0.209275 0.244 0.775 0.992 -0.07
O -3.864537 -3.834167 -0.190676 -1.101 -0.775 -1.646 -0.06
Si -4.392327 -4.828572 -1.492157 1.197 -0.034 -0.417 0.56
O -3.423814 -6.219915 -1.776731 0.246 1.645 2.212 -0.44
Si -2.300174 -6.544026 -0.506087 -0.482 0.411 -1.359 0.57
C -0.750586 -5.413819 -0.512892 3.137 -0.772 1.360 0.11
I -0.641390 -3.425830 -1.349243 -0.514 -1.077 0.248 0.01
C 0.433260 -5.939670 0.061705 -2.242 0.422 -0.701 -0.21
C 0.499619 -7.389256 0.702979 1.034 0.162 -0.144 -0.96
I 2.307074 -4.796355 0.088177 -0.925 -0.998 -0.159 0.07
P -3.155044 -6.595391 1.517505 0.191 -0.540 1.307 -0.04
C -2.735671 -5.066542 2.535643 -0.006 0.690 0.333 -0.02
C -4.996572 -7.002761 1.528696 -0.700 1.227 -0.600 -0.70
H -4.319863 -0.841909 1.241816 0.742 -0.674 -0.826 0.32
H -2.987815 -2.074044 1.363838 -0.871 0.376 -0.886 0.13
H -2.984488 -0.916663 -0.045071 -0.924 -0.774 0.850 0.25
H -5.567616 -2.702505 0.272600 1.110 0.295 -0.447 0.05
H -4.727966 -2.168353 -1.263499 0.310 -0.495 1.112 0.29
H -5.810038 -5.207629 -1.387386 0.092 -0.236 0.384 -0.24
H -4.286951 -3.997371 -2.715197 0.069 -0.037 0.106 -0.25
H -1.787486 -7.909316 -0.765962 -0.199 0.169 -0.127 -0.29
H 1.516564 -7.551745 1.193824 -1.331 0.353 -0.699 0.32
H -0.271136 -7.567406 1.514941 0.650 0.322 -1.187 0.29
H 0.418782 -8.164166 -0.131960 -0.077 1.009 1.169 0.32
H -2.197937 -4.274999 1.922217 -0.639 -1.058 0.653 -0.01
H -2.071012 -5.387334 3.402822 -0.897 0.433 -1.136 0.35
H -3.664597 -4.581389 2.968460 0.987 -0.598 -0.596 -0.24
H -5.274123 -7.343691 0.478117 0.238 0.163 1.438 0.30
H -5.311581 -7.743314 2.321821 0.599 0.776 -1.024 0.32
H -5.557413 -6.021643 1.699932 0.547 -1.302 -0.182 0.14
C -8.511367 -3.078477 -2.897917 0.050 -0.058 -0.005 0.26
Cl -9.786607 -4.207535 -3.397638 0.174 0.175 0.088 -0.08
Cl -7.114351 -3.247438 -3.979724 -0.250 -0.381 0.551 -0.08
Cl -9.128693 -1.413919 -2.979462 0.149 -0.257 -0.096 -0.08
Cl -8.016268 -3.443792 -1.231192 -0.131 0.116 -0.262 0.00
C 2.036791 -4.611022 4.548049 -0.194 -0.015 -0.098 0.03
Cl 3.003624 -6.078642 4.809887 -0.215 0.057 -0.247 -0.04
Cl 3.104773 -3.271900 4.066405 -0.690 -0.191 -0.111 -0.04
Cl 0.852662 -4.910917 3.262393 0.029 0.049 0.465 0.17
Cl 1.186473 -4.180543 6.048989 -0.350 -0.110 -0.445 -0.09
C -6.455874 -0.272523 -7.185993 -0.085 0.074 -0.001 0.26
Cl -4.776729 0.055971 -6.712615 -0.225 -0.034 -0.060 -0.08
Cl -6.483521 -1.542400 -8.426343 0.008 0.166 0.176 -0.10
Cl -7.374600 -0.812496 -5.766263 0.209 0.479 -0.594 -0.01
Cl -7.184603 1.208739 -7.837901 -0.013 -0.363 0.012 -0.09
C -10.620481 -1.534643 0.932692 -0.026 0.014 -0.082 0.27
Cl -9.578516 -0.232292 0.323620 -0.151 -0.177 0.150 -0.08
Cl -11.965188 -0.833414 1.854382 0.220 -0.121 -0.125 -0.10
Cl -11.263329 -2.471579 -0.431713 -0.043 0.153 0.298 -0.06
Cl -9.670531 -2.603926 1.984972 -0.123 0.121 -0.084 -0.05
C 7.333019 -2.535273 4.451151 0.032 -0.119 -0.019 -0.01
Cl 8.454433 -2.619400 5.824764 -0.170 0.141 -0.360 0.06
Cl 6.579268 -0.928881 4.400307 0.135 -0.439 0.048 -0.01
Cl 8.225294 -2.818668 2.942295 -0.188 0.491 0.051 -0.07
Cl 6.071948 -3.772352 4.635968 0.972 0.220 -0.322 0.08
C 7.528248 2.960105 3.761524 0.105 -0.006 -0.028 0.31
Cl 7.385274 3.975037 5.210797 0.007 -0.144 -0.204 -0.10
Cl 7.816150 3.989002 2.344801 -0.067 -0.210 0.230 -0.04
Cl 8.884731 1.832711 3.960245 -0.193 0.179 -0.022 -0.08
Cl 6.024061 2.044411 3.529814 0.120 0.329 -0.026 -0.10
C 10.427286 -6.266322 4.010413 -0.060 0.000 0.026 0.25
Cl 10.505765 -7.972798 4.494389 0.010 0.225 -0.069 -0.10
Cl 11.066950 -6.088019 2.363775 -0.087 -0.014 0.214 -0.10
Cl 8.741581 -5.714686 4.052259 0.362 -0.551 0.136 0.01
Cl 11.396235 -5.288099 5.130846 -0.146 -0.120 -0.152 -0.05
C 7.113647 7.677243 0.112660 -0.003 0.038 0.019 0.34
Cl 6.698194 6.190389 -0.763846 0.062 0.188 0.132 -0.10
Cl 5.955623 8.955283 -0.307443 0.161 -0.188 0.050 -0.08
Cl 7.049220 7.370096 1.859405 0.000 0.105 -0.267 -0.08
Cl 8.751728 8.191360 -0.337639 -0.234 -0.079 0.064 -0.09
C -4.365021 4.122403 -7.169578 -0.015 -0.027 -0.016 0.27
Cl -5.791389 3.818894 -6.155731 0.292 0.162 -0.084 -0.09
Cl -4.626444 3.438503 -8.786418 0.088 0.138 0.224 -0.09
Cl -4.098164 5.871796 -7.303818 -0.042 -0.247 0.037 0.00
Cl -2.941065 3.363676 -6.429332 -0.189 0.119 -0.092 -0.09
C -2.336660 8.623984 -4.519034 -0.074 0.042 0.002 0.21
Cl -0.818739 7.735337 -4.273342 -0.185 0.092 -0.040 -0.10
Cl -2.346580 10.072487 -3.493821 -0.177 -0.248 -0.112 -0.07
Cl -2.470139 9.107151 -6.223563 0.055 -0.150 0.489 0.06
Cl -3.707599 7.583975 -4.084372 0.208 0.143 -0.046 -0.09
C -5.785468 -4.293810 5.395990 0.023 -0.018 0.096 0.28
Cl -5.309704 -5.999231 5.267458 -0.058 0.236 0.002 -0.08
Cl -6.637926 -3.804979 3.916892 0.117 -0.041 0.120 -0.05
Cl -6.857628 -4.081441 6.794112 0.158 -0.032 -0.230 -0.11
Cl -4.336930 -3.289308 5.602273 -0.215 -0.139 -0.039 -0.08
C 12.241148 -2.094003 8.174910 0.037 0.072 0.012 0.31
Cl 12.101288 -1.074920 9.621195 0.016 -0.155 -0.216 -0.10
Cl 12.531126 -1.070217 6.754346 -0.062 -0.163 0.192 -0.09
Cl 13.593874 -3.225371 8.375615 -0.213 0.148 -0.044 -0.09
Cl 10.736548 -3.007579 7.946511 0.292 0.043 0.180 -0.05
C 1.399570 12.436882 -3.766116 0.018 -0.057 -0.087 0.29
Cl -0.005511 13.450309 -3.377201 0.173 -0.140 -0.043 -0.11
Cl 0.854765 10.789951 -4.138397 0.272 0.295 0.037 -0.03
Cl 2.246158 13.113084 -5.171662 -0.155 -0.086 0.197 -0.04
Cl 2.502355 12.395452 -2.375310 -0.140 0.016 -0.178 -0.10
C -3.508934 10.167173 -9.867287 -0.013 0.072 -0.083 0.32
Cl -3.465764 8.457979 -9.391399 -0.003 0.259 -0.133 -0.05
Cl -2.857073 10.332856 -11.509719 -0.089 -0.017 0.230 -0.10
Cl -5.185572 10.748315 -9.834684 0.253 -0.093 0.017 -0.09
Cl -2.526479 11.134951 -8.744734 -0.167 -0.130 -0.279 -0.10
C 5.820058 14.223735 -7.012580 0.034 -0.011 0.023 0.33
Cl 5.373224 12.719993 -7.843199 0.045 0.211 0.123 -0.09
Cl 4.676752 15.507049 -7.457064 0.137 -0.184 0.068 -0.09
Cl 5.766873 13.967422 -5.257536 0.047 0.047 -0.250 -0.07
Cl 7.461094 14.700308 -7.492550 -0.240 -0.066 0.062 -0.10
C 4.905383 -4.407969 8.412873 -0.012 0.031 -0.072 0.23
Cl 5.381462 -6.115171 8.305694 -0.058 0.220 -0.011 -0.12
Cl 4.081424 -3.930561 6.915926 0.471 0.135 1.290 0.01
Cl 3.807334 -4.184630 9.790532 0.140 -0.038 -0.167 -0.12
Cl 6.351192 -3.403663 8.640739 -0.205 -0.141 -0.007 -0.05
```
Positions in Å, forces in eV/Å.

***

Which value of calculated total energy does entry 4 give?
-32004.89430 Eh